Here is C18H18FIN2V as an isolated structure in a non-equilibrium geometry from the OMol25 dataset. Energies are from wB97M-V/def2-TZVPD.

- DFT total energy: -58443.9077 eV

```
! wB97M-V def2-TZVPD RIJCOSX def2/J DEFGRID3
* xyz 0 4
C 0.58 0.39 3.53
C 0.02 1.70 2.98
H -0.20 -0.37 3.64
H 1.00 0.56 4.53
H 1.38 -0.02 2.93
H -0.65 1.62 2.11
H -0.58 2.19 3.76
H 0.82 2.41 2.74
C -0.20 -2.70 -0.19
C -0.41 -3.73 -1.10
C -1.17 -3.52 -2.25
C -1.64 -2.24 -2.50
H 0.24 -2.84 0.80
H 0.02 -4.70 -0.87
H -1.40 -4.34 -2.94
H -2.29 -1.99 -3.35
N -0.57 -1.42 -0.49
C -1.21 -1.20 -1.68
C -1.36 0.19 -2.00
N -0.85 1.04 -1.06
C -1.06 2.38 -1.19
C -2.16 2.03 -3.32
C -1.72 2.89 -2.30
H -0.69 2.97 -0.34
H -1.89 3.96 -2.35
C -1.97 0.66 -3.18
H -2.28 -0.07 -3.92
H -2.63 2.42 -4.22
V -0.37 0.22 0.73
I -2.87 0.12 1.36
F 4.98 1.82 -1.74
C 4.04 1.24 -0.94
C 3.77 1.81 0.30
C 2.66 1.32 1.02
C 1.81 0.37 0.48
C 2.29 -0.34 -0.62
C 3.38 0.11 -1.40
H 4.38 2.61 0.69
H 2.46 1.70 2.01
H 1.82 -1.28 -0.92
H 3.67 -0.39 -2.32
*
```

=====

Here is one molecule with the formula C18H18FN5O3 in a non-equilibrium geometry from the OMol25 dataset. Energies are from wB97M-V/def2-TZVPD.

- SMILES: Cc1[nH]c(=O)n(-c2cc(Cc3n[nH]c(=O)c4c3NCCC4)ccc2F)c1O
- DFT total energy: -35266.7444 eV

```
! wB97M-V def2-TZVPD RIJCOSX def2/J DEFGRID3
* xyz 0 1
O -3.23 -2.24 2.34
O -1.47 1.39 0.25
F 2.08 2.46 -2.73
N -0.99 -3.22 -0.08
O -0.21 2.83 -4.18
C -2.11 -2.41 1.86
C -1.40 1.87 -0.89
C 0.09 -2.80 0.49
C -0.80 2.61 -2.91
C 0.27 -2.16 1.82
C -1.73 3.46 -2.50
C -0.82 -1.99 2.52
C 2.88 0.31 -1.90
C 2.66 -0.91 -1.25
C 0.30 -0.58 -1.44
C 1.83 1.18 -2.25
C 0.53 0.73 -1.98
C 1.41 -1.43 -0.99
N -2.12 -2.94 0.61
N -2.09 3.08 -1.21
N -0.59 1.59 -1.98
N 1.50 -1.96 2.37
C -2.21 4.65 -3.23
C 1.22 -2.83 -0.45
C -0.75 -1.28 3.89
C 1.75 -1.07 3.53
C 0.45 -0.37 3.90
H 0.63 2.32 -4.29
H 4.00 0.51 -1.92
H 3.50 -1.49 -0.99
H -0.70 -0.86 -1.12
H -2.90 -3.53 0.36
H -2.94 3.45 -0.65
H 2.34 -1.93 1.77
H -3.15 4.40 -3.73
H -2.41 5.47 -2.47
H -1.52 5.07 -3.93
H 1.30 -3.68 -1.18
H 2.18 -3.03 0.04
H -0.56 -2.09 4.58
H -1.69 -0.82 4.06
H 2.66 -0.50 3.35
H 1.96 -1.76 4.33
H 0.28 0.58 3.26
H 0.55 -0.08 4.96
*
```

=====

Here is a 2-piece molecular cluster, C18H18IN2O8P overall from the OMol25 dataset. Energies are from wB97M-V/def2-TZVPD.

- SMILES: CO[C@](I)(CP(=O)(O)O)[C@H](N)ON=O.O=C1c2ccccc2C(=O)c2ccccc21
- DFT total energy: -55707.7160 eV

```
! wB97M-V def2-TZVPD RIJCOSX def2/J DEFGRID3
* xyz 0 1
C 1.41 4.09 4.89
O 0.72 2.85 4.91
C -0.22 2.57 3.93
I -1.49 4.29 3.50
C -1.10 1.49 4.56
P -2.50 0.91 3.57
O -2.47 1.23 2.14
O -2.46 -0.67 3.81
O -3.82 1.38 4.33
C 0.47 1.99 2.62
N 1.84 1.66 2.86
O 0.32 2.91 1.53
N -0.29 2.24 0.43
O -0.68 2.99 -0.35
H 0.78 4.88 5.29
H 2.28 3.96 5.52
H 1.74 4.36 3.88
H -0.46 0.61 4.74
H -1.40 1.87 5.54
H -2.67 -1.12 2.98
H -3.65 1.98 5.07
H -0.05 1.08 2.34
H 2.10 0.84 2.32
H 2.46 2.42 2.59
C 2.27 -5.27 -4.16
C 2.34 -5.23 -2.77
C 1.73 -4.20 -2.07
C 1.05 -3.20 -2.76
C 0.99 -3.24 -4.16
C 1.60 -4.28 -4.85
C 0.30 -2.16 -4.93
O 0.25 -2.19 -6.14
C -0.31 -1.04 -4.15
C -0.92 0.00 -4.84
C -1.50 1.04 -4.15
C -1.49 1.05 -2.76
C -0.88 0.01 -2.06
C -0.28 -1.03 -2.76
C 0.39 -2.12 -1.99
O 0.40 -2.12 -0.77
H 2.74 -6.08 -4.70
H 2.87 -6.01 -2.23
H 1.76 -4.16 -0.99
H 1.54 -4.28 -5.93
H -0.92 -0.02 -5.93
H -1.97 1.86 -4.68
H -1.95 1.86 -2.21
H -0.86 0.00 -0.98
*
```

=====

Here is one molecule with the formula C18H18N2O6S3 from the OMol25 dataset. Energies are from wB97M-V/def2-TZVPD.

- SMILES: COc1ccc(NS(=O)(=O)c2ccc(NS(=O)(=O)c3cccs3)cc2)c(OC)c1
- DFT total energy: -66727.2937 eV

```
! wB97M-V def2-TZVPD RIJCOSX def2/J DEFGRID3
* xyz 0 1
C -0.30 -4.46 0.88
H -1.25 -4.98 0.74
O -0.18 -3.59 -0.22
C 0.88 -2.74 -0.26
C 1.96 -2.78 0.61
C 3.00 -1.87 0.44
C 2.97 -0.92 -0.56
C 1.85 -0.86 -1.41
C 0.83 -1.78 -1.27
H -0.05 -1.76 -1.89
O 1.86 0.16 -2.33
C 0.77 0.24 -3.23
H -0.18 0.33 -2.70
H 0.95 1.14 -3.81
H 0.74 -0.62 -3.89
N 4.01 0.02 -0.68
S 4.12 1.12 0.58
O 4.86 2.24 0.08
O 4.61 0.45 1.75
C 2.39 1.52 0.79
C 1.80 2.37 -0.12
C 0.42 2.42 -0.20
C -0.35 1.61 0.63
C 0.26 0.81 1.59
C 1.64 0.76 1.66
H 2.15 0.13 2.37
H -0.35 0.20 2.24
N -1.75 1.55 0.49
S -2.32 0.03 -0.03
O -1.81 -0.99 0.83
O -2.11 -0.06 -1.44
C -4.04 0.23 0.29
C -4.76 -0.30 1.31
C -6.12 0.08 1.27
C -6.39 0.89 0.22
S -5.01 1.20 -0.75
H -7.33 1.32 -0.05
H -6.85 -0.24 1.99
H -4.32 -0.94 2.05
H -2.09 2.25 -0.16
H -0.07 3.06 -0.92
H 2.42 2.96 -0.78
H 3.96 0.52 -1.56
H 3.85 -1.88 1.11
H 2.02 -3.50 1.40
H -0.33 -3.90 1.82
H 0.51 -5.19 0.91
*
```

=====

Here is a 2-piece molecular cluster, C18H18N2O8 overall in a non-equilibrium geometry from the OMol25 dataset. Energies are from wB97M-V/def2-TZVPD.

- SMILES: O=c1c2cc(O)c(O)cc2oc2cc(O)cc(O)c12.CNC(=O)CNC(C)=O
- DFT total energy: -38319.7421 eV

```
! wB97M-V def2-TZVPD RIJCOSX def2/J DEFGRID3
* xyz 0 1
O 0.33 -2.54 0.32
O 1.35 3.52 -3.27
O 4.30 3.81 -0.52
O -1.50 2.68 3.44
O -4.98 -5.89 1.29
O -2.70 -6.66 -0.03
O 1.31 -0.20 0.89
O -3.12 -1.62 2.26
C -0.71 -2.27 0.91
C 0.95 3.42 -2.12
C 4.08 3.07 -1.46
C -4.03 -3.75 1.77
C -0.08 1.23 2.17
C -2.28 0.52 2.82
C -1.71 -4.51 0.42
C -1.28 1.49 2.81
C -3.94 -5.02 1.20
C -2.78 -5.41 0.52
C -2.97 -2.85 1.68
C 0.12 0.01 1.53
C -2.09 -0.71 2.20
C -1.80 -3.23 0.99
C -0.87 -0.97 1.55
N 4.88 3.10 -2.53
N 1.62 2.76 -1.18
C -0.36 4.05 -1.71
C 4.74 2.35 -3.78
C 2.90 2.09 -1.40
H -0.69 3.21 3.45
H -4.72 -6.71 0.83
H -1.83 -6.79 -0.45
H 1.25 -1.12 0.53
H -4.93 -3.47 2.30
H 0.72 1.97 2.15
H -3.22 0.73 3.32
H -0.80 -4.80 -0.10
H 5.62 3.79 -2.48
H 1.23 2.74 -0.25
H -0.80 4.54 -2.57
H -0.18 4.78 -0.92
H -1.03 3.27 -1.35
H 5.52 2.65 -4.48
H 3.76 2.57 -4.23
H 4.81 1.28 -3.59
H 3.08 1.39 -0.59
H 2.83 1.51 -2.32
*
```

=====

Here is one molecule with the formula C18H18N4O in a non-equilibrium geometry from the OMol25 dataset. Energies are from wB97M-V/def2-TZVPD.

- SMILES: CCCCCn1c(-c2ccco2)nc2nc3ccccc3nc21
- DFT total energy: -26966.4870 eV

```
! wB97M-V def2-TZVPD RIJCOSX def2/J DEFGRID3
* xyz 0 1
C 4.46 -0.20 -1.67
C 3.37 0.32 -2.61
C 2.04 0.56 -1.90
C 2.11 1.70 -0.88
H 2.77 1.42 -0.05
H 2.52 2.59 -1.35
C 0.73 2.06 -0.32
N 0.10 0.94 0.33
C -0.83 0.14 -0.25
N -1.40 0.25 -1.42
C -2.31 -0.72 -1.68
C -2.99 -0.70 -2.91
C -3.91 -1.67 -3.20
C -4.19 -2.69 -2.28
C -3.55 -2.74 -1.08
C -2.60 -1.76 -0.74
N -1.99 -1.85 0.47
C -1.12 -0.90 0.71
N -0.35 -0.71 1.81
C 0.36 0.37 1.56
C 1.28 0.89 2.53
C 1.57 0.39 3.78
C 2.53 1.25 4.33
C 2.76 2.22 3.40
O 2.01 2.01 2.30
H 3.41 3.07 3.39
H 2.99 1.18 5.30
H 1.13 -0.49 4.21
H -3.75 -3.51 -0.35
H -4.93 -3.44 -2.54
H -4.43 -1.65 -4.15
H -2.76 0.09 -3.60
H 0.06 2.34 -1.14
H 0.81 2.89 0.39
H 1.73 -0.36 -1.40
H 1.28 0.80 -2.64
H 3.71 1.25 -3.08
H 3.21 -0.41 -3.40
H 4.73 0.55 -0.93
H 4.12 -1.09 -1.15
H 5.36 -0.45 -2.24
*
```

=====

Please write out number 1 again, unchanged.
Here is C18H18FIN2V as an isolated structure in a non-equilibrium geometry from the OMol25 dataset. Energies are from wB97M-V/def2-TZVPD.

- DFT total energy: -58443.9077 eV

```
! wB97M-V def2-TZVPD RIJCOSX def2/J DEFGRID3
* xyz 0 4
C 0.58 0.39 3.53
C 0.02 1.70 2.98
H -0.20 -0.37 3.64
H 1.00 0.56 4.53
H 1.38 -0.02 2.93
H -0.65 1.62 2.11
H -0.58 2.19 3.76
H 0.82 2.41 2.74
C -0.20 -2.70 -0.19
C -0.41 -3.73 -1.10
C -1.17 -3.52 -2.25
C -1.64 -2.24 -2.50
H 0.24 -2.84 0.80
H 0.02 -4.70 -0.87
H -1.40 -4.34 -2.94
H -2.29 -1.99 -3.35
N -0.57 -1.42 -0.49
C -1.21 -1.20 -1.68
C -1.36 0.19 -2.00
N -0.85 1.04 -1.06
C -1.06 2.38 -1.19
C -2.16 2.03 -3.32
C -1.72 2.89 -2.30
H -0.69 2.97 -0.34
H -1.89 3.96 -2.35
C -1.97 0.66 -3.18
H -2.28 -0.07 -3.92
H -2.63 2.42 -4.22
V -0.37 0.22 0.73
I -2.87 0.12 1.36
F 4.98 1.82 -1.74
C 4.04 1.24 -0.94
C 3.77 1.81 0.30
C 2.66 1.32 1.02
C 1.81 0.37 0.48
C 2.29 -0.34 -0.62
C 3.38 0.11 -1.40
H 4.38 2.61 0.69
H 2.46 1.70 2.01
H 1.82 -1.28 -0.92
H 3.67 -0.39 -2.32
*
```

=====

What is the DFT total energy in the fifth record? -38319.7421 eV

=====

DFT total energy of number 5 (C18H18N2O8)? -38319.7421 eV

=====

What did the sixth record say?
Here is one molecule with the formula C18H18N4O in a non-equilibrium geometry from the OMol25 dataset. Energies are from wB97M-V/def2-TZVPD.

- SMILES: CCCCCn1c(-c2ccco2)nc2nc3ccccc3nc21
- DFT total energy: -26966.4870 eV

```
! wB97M-V def2-TZVPD RIJCOSX def2/J DEFGRID3
* xyz 0 1
C 4.46 -0.20 -1.67
C 3.37 0.32 -2.61
C 2.04 0.56 -1.90
C 2.11 1.70 -0.88
H 2.77 1.42 -0.05
H 2.52 2.59 -1.35
C 0.73 2.06 -0.32
N 0.10 0.94 0.33
C -0.83 0.14 -0.25
N -1.40 0.25 -1.42
C -2.31 -0.72 -1.68
C -2.99 -0.70 -2.91
C -3.91 -1.67 -3.20
C -4.19 -2.69 -2.28
C -3.55 -2.74 -1.08
C -2.60 -1.76 -0.74
N -1.99 -1.85 0.47
C -1.12 -0.90 0.71
N -0.35 -0.71 1.81
C 0.36 0.37 1.56
C 1.28 0.89 2.53
C 1.57 0.39 3.78
C 2.53 1.25 4.33
C 2.76 2.22 3.40
O 2.01 2.01 2.30
H 3.41 3.07 3.39
H 2.99 1.18 5.30
H 1.13 -0.49 4.21
H -3.75 -3.51 -0.35
H -4.93 -3.44 -2.54
H -4.43 -1.65 -4.15
H -2.76 0.09 -3.60
H 0.06 2.34 -1.14
H 0.81 2.89 0.39
H 1.73 -0.36 -1.40
H 1.28 0.80 -2.64
H 3.71 1.25 -3.08
H 3.21 -0.41 -3.40
H 4.73 0.55 -0.93
H 4.12 -1.09 -1.15
H 5.36 -0.45 -2.24
*
```